{"formula": "C3HCaO3", "method": "ωB97M-V/def2-TZVPD", "homo_lumo_gap_ev": 5.54, "energy_ev": -27700.2596, "lumo_energy_ev": -5.38, "charge": 1, "species": ["O", "O", "C", "C", "C", "Ca", "O", "H"], "xyz": [[-0.07, 2.61, -2.12], [-2.72, -2.93, 2.57], [1.27, 1.10, -0.64], [0.55, 1.87, -1.44], [-1.96, -2.49, 1.88], [-0.24, -1.54, 0.38], [0.96, -0.16, -0.31], [2.22, 1.54, -0.31]], "mulliken_charge": [-0.3501, 0.0864, -0.3521, 0.6443, -0.1222, 1.6715, -0.8337, 0.2561]}



{"formula": "C3HCl2F", "method": "ωB97M-V/def2-TZVPD", "homo_lumo_gap_ev": 11.29, "smiles": "C#CC(F)(Cl)Cl", "energy_ev": -30886.8804, "lumo_energy_ev": 0.53, "charge": 0, "species": ["C", "C", "H", "F", "Cl", "C", "Cl"], "xyz": [[-0.33, 1.64, 0.40], [0.01, -0.83, -0.19], [-0.36, 2.68, 0.56], [-0.86, -1.70, 0.44], [1.67, -1.05, 0.60], [-0.17, 0.51, 0.07], [0.05, -1.26, -1.87]], "mulliken_charge": [0.2417, 0.7549, 0.4572, -0.1880, -0.1617, -0.9969, -0.1071]}



{"formula": "C3HCl2FS2", "method": "ωB97M-V/def2-TZVPD", "homo_lumo_gap_ev": 7.15, "smiles": "F/C(Cl)=C(/Cl)C(=S)S", "energy_ev": -52557.0849, "lumo_energy_ev": -1.39, "charge": 0, "species": ["Cl", "Cl", "H", "S", "C", "C", "F", "C", "S"], "xyz": [[-3.08, -0.52, 0.24], [-0.36, -2.24, -0.34], [2.48, 1.82, 0.19], [2.28, -1.32, 0.44], [-0.40, -0.61, -0.35], [1.03, -0.15, -0.16], [-1.53, 1.40, 0.12], [-1.57, 0.06, 0.06], [1.16, 1.55, -0.20]], "mulliken_charge": [-0.0974, -0.1561, 0.1815, -0.1993, 0.1157, 0.0770, -0.1985, 0.4399, -0.1628]}



{"formula": "C3HCl2N2", "method": "ωB97M-V/def2-TZVPD", "homo_lumo_gap_ev": 8.19, "energy_ev": -31139.6101, "lumo_energy_ev": -8.37, "charge": 1, "species": ["N", "Cl", "C", "Cl", "H", "C", "N", "C"], "xyz": [[1.76, 1.26, -1.26], [2.90, -0.33, 0.40], [0.55, 1.16, -1.80], [-0.07, -2.10, -0.84], [-0.30, -0.01, 0.35], [0.20, -0.41, -0.50], [-0.41, 0.41, -1.61], [1.66, 0.24, -0.43]], "mulliken_charge": [-0.3174, 0.0195, 0.5302, 0.0032, 0.3618, 0.1860, -0.2299, 0.4466]}



{"formula": "C3HCl3N2O", "method": "ωB97M-V/def2-TZVPD", "homo_lumo_gap_ev": [9.22, 7.28], "energy_ev": -45716.2821, "lumo_energy_ev": [-1.01, -1.45], "charge": 0, "species": ["C", "H", "Cl", "N", "N", "C", "C", "Cl", "O", "Cl"], "xyz": [[-2.21, 0.31, -0.60], [-3.10, 0.44, -1.25], [2.70, 1.17, 0.61], [-0.96, 0.44, 1.19], [-1.06, -0.13, -0.94], [2.29, -0.45, 0.11], [-0.32, -0.05, 0.21], [2.25, -1.67, 1.33], [-2.18, 0.83, 0.75], [2.59, -0.88, -1.42]], "mulliken_charge": [0.1148, 0.3612, -0.0809, -0.2723, -0.4091, 0.3628, 0.1960, -0.0755, -0.1441, -0.0531]}



{"formula": "C3HClF2", "method": "ωB97M-V/def2-TZVPD", "homo_lumo_gap_ev": [9.67, 7.27], "energy_ev": -21076.5514, "lumo_energy_ev": [-0.68, -1.15], "charge": 0, "species": ["C", "C", "C", "Cl", "H", "F", "F"], "xyz": [[1.24, 0.62, -0.01], [-2.40, -1.27, 0.26], [0.35, -0.34, 0.03], [-3.23, 0.00, -0.14], [0.46, -1.39, -0.06], [2.57, 0.46, -0.20], [1.01, 1.92, 0.13]], "mulliken_charge": [0.4211, -0.0271, -0.4105, 0.0817, 0.3465, -0.2075, -0.2042]}



{"formula": "C3HClFO2", "method": "ωB97M-V/def2-TZVPD", "homo_lumo_gap_ev": 6.98, "energy_ev": -22461.5751, "lumo_energy_ev": 3.55, "charge": -1, "species": ["C", "O", "F", "H", "Cl", "C", "O", "C"], "xyz": [[-0.82, -0.44, 0.35], [2.09, -0.66, -1.22], [-2.21, 1.69, -0.26], [-0.22, 1.58, -0.14], [-2.18, -1.55, 0.21], [-0.93, 0.80, 0.00], [2.24, -0.74, 1.10], [2.02, -0.69, -0.05]], "mulliken_charge": [-0.3119, -0.3982, -0.4099, 0.2419, -0.2748, -0.1587, -0.3677, 0.6793]}



{"formula": "C3HClNP", "method": "ωB97M-V/def2-TZVPD", "homo_lumo_gap_ev": [7.01, 6.99], "energy_ev": -26423.8043, "lumo_energy_ev": [-1.35, -1.38], "charge": 0, "species": ["C", "N", "Cl", "P", "C", "C", "H"], "xyz": [[-0.05, -0.07, -1.51], [-2.56, -0.44, 1.20], [1.51, 0.12, 1.66], [3.40, 0.47, 1.33], [-0.95, -0.03, -0.67], [-1.73, -0.19, 0.45], [0.38, 0.14, -2.45]], "mulliken_charge": [-0.1822, -0.3672, -0.0700, 0.0580, 0.0454, 0.1498, 0.3662]}



{"formula": "C3HClS3", "method": "ωB97M-V/def2-TZVPD", "homo_lumo_gap_ev": [6.84, 6.44], "energy_ev": -48150.2211, "lumo_energy_ev": [-0.13, -1.92], "charge": 0, "multiplicity": 3, "species": ["Cl", "H", "C", "S", "C", "S", "C", "S"], "xyz": [[1.81, -1.86, 0.19], [-0.90, -1.31, 1.87], [0.33, 1.13, -1.30], [-1.06, 1.78, -0.77], [0.54, -0.82, 0.35], [-1.69, 0.63, 0.94], [-0.53, -0.67, 1.08], [1.50, 1.12, -2.35]], "mulliken_charge": [-0.1262, 0.3106, 0.2786, -0.0361, 0.1456, -0.1048, -0.2688, -0.1989]}



{"formula": "C3HCsO3", "method": "ωB97M-V/def2-TZVPD", "homo_lumo_gap_ev": [2.72, 4.60], "energy_ev": -9813.8422, "lumo_energy_ev": [1.21, 1.29], "charge": -1, "multiplicity": 2, "species": ["O", "Cs", "C", "C", "O", "C", "H", "O"], "xyz": [[0.75, -1.73, 1.30], [-2.60, 2.51, -1.95], [0.39, 1.93, 0.05], [-0.17, -1.43, 0.54], [0.04, -0.37, -0.37], [0.90, 0.70, -0.02], [1.94, 0.39, 0.11], [-1.26, -2.00, 0.34]], "mulliken_charge": [-0.7066, 0.6488, -0.7569, 0.5856, -0.3775, 0.0527, 0.2870, -0.7331]}



{"formula": "C3HF", "method": "ωB97M-V/def2-TZVPD", "homo_lumo_gap_ev": 9.48, "energy_ev": -5839.1413, "lumo_energy_ev": -1.68, "charge": 0, "species": ["C", "F", "C", "C", "H"], "xyz": [[-0.30, -1.31, 1.53], [-0.71, 1.04, -1.09], [0.14, 0.29, -0.30], [-0.10, -0.29, 0.80], [0.96, 0.26, -0.93]], "mulliken_charge": [-0.2926, -0.1810, 0.0944, 0.0764, 0.3029]}



{"formula": "C3HF2N5O4", "method": "ωB97M-V/def2-TZVPD", "homo_lumo_gap_ev": 9.57, "smiles": "O=[N+]([O-])c1ncn(N(F)F)c1[N+](=O)[O-]", "energy_ev": -24190.7382, "lumo_energy_ev": -1.53, "charge": 0, "species": ["O", "H", "N", "C", "C", "O", "F", "N", "N", "O", "O", "C", "F", "N", "N"], "xyz": [[1.25, 3.20, -1.09], [-0.97, -0.77, 0.93], [1.91, 2.38, -0.46], [1.32, 1.13, -0.03], [-0.12, -0.28, 0.76], [3.97, -0.10, -0.72], [-1.89, 1.87, 1.06], [-0.84, 2.07, 0.16], [3.30, -0.71, 0.05], [3.48, -1.73, 0.65], [3.07, 2.57, -0.18], [1.89, -0.13, 0.13], [-1.50, 1.76, -1.05], [0.03, 0.98, 0.32], [0.96, -0.98, 0.63]], "mulliken_charge": [-0.5216, 0.4953, 0.8227, 0.0294, -0.0319, -0.5094, -0.1880, 0.0297, 0.9578, -0.5114, -0.4887, 0.3779, -0.1692, 0.2417, -0.5343]}



Question: What is the charge in the eighth record?
Answer: 0